# 1
A structure of composition C9H11INO at a distorted geometry, computed with the ωB97M-V functional and the def2-TZVPD basis.

## Properties
Charge: +1
Relative energy (zero: lowest compared OMol25 entry of this formula, charge and spin) (eV): 6.8367
Frontier orbital gap (alpha / beta) (eV): 7.14 / 7.14
Multiplicity: 1

The geometry in XYZ format:
```
23
Properties=species:S:1:pos:R:3:forces:R:3:mulliken_charge:R:1
C -1.22800 -2.51680 -1.62175 1.534 -0.385 0.518 -0.4633
C -1.75900 -1.67897 -0.65331 1.427 0.098 0.328 -0.8754
C 0.16750 -2.62239 -1.77450 -1.822 3.111 3.349 -0.6743
C -0.89449 -1.03390 0.21437 -2.550 -0.732 -1.259 1.0218
C 0.95507 -1.80418 -0.95945 -1.552 -1.281 -0.370 -0.6311
C 0.40129 -1.02934 0.05900 3.781 2.122 0.329 0.3750
C -1.31192 0.81433 1.53658 3.764 2.473 -0.930 -0.4863
C 1.05381 3.38722 0.20035 1.743 -1.164 1.027 -0.6267
C 1.25303 -0.04587 0.87723 1.616 -0.950 0.037 -0.7847
N 0.71525 1.22365 1.18877 -3.409 2.231 -1.422 -0.1774
O 0.72100 2.01827 -0.01583 -0.472 -2.831 1.471 -0.1058
I -2.38867 2.11593 0.34124 0.141 -0.501 0.844 0.3351
H -1.85827 -3.20400 -2.13414 -0.658 0.011 -0.579 0.4068
H -2.76532 -1.54690 -0.63361 -2.891 0.198 0.383 0.5386
H 0.65634 -3.22827 -2.41060 1.157 -2.079 -2.374 0.5361
H -1.50830 -0.24977 1.09088 0.052 -1.829 -0.615 0.0710
H 1.98693 -1.88779 -1.09978 1.545 0.384 0.091 0.4350
H -1.28795 0.71381 2.63489 -0.641 -0.141 -0.585 0.4608
H 1.91337 3.50060 -0.52351 -0.996 0.764 1.055 0.2257
H 1.31122 3.46789 1.28735 0.267 0.348 -1.069 0.3475
H 0.17177 3.93934 0.02885 -0.633 1.091 -0.595 0.2352
H 1.37746 -0.48746 1.85831 0.146 -0.353 0.350 0.3915
H 2.31787 0.15458 0.50865 -1.552 -0.587 0.015 0.4450
```
Positions in Å, forces in eV/Å.


# 2
The ion C15H29BF5NO3PS with charge -1 at a distorted geometry, computed with the ωB97M-V functional and the def2-TZVPD basis.

## Properties
Charge: -1
Frontier orbital gap (eV): 7.96
Multiplicity: 1

The geometry in XYZ format:
```
56
Properties=species:S:1:pos:R:3:forces:R:3:mulliken_charge:R:1
C -0.31026 4.19361 4.30322 0.695 -0.926 -0.672 -0.9647
C -0.43967 3.19071 3.05930 -0.314 -0.432 -0.582 0.0461
C -1.68494 3.48115 2.09442 -0.150 0.067 0.372 -0.6116
C -1.38038 3.28078 0.54391 -0.851 -0.095 -0.239 -0.9224
C -0.84768 1.81841 0.16364 1.094 0.539 -0.143 0.5932
C 0.12153 1.82537 -1.12181 -1.139 1.214 -0.728 -0.3684
C -0.25914 0.74342 -2.23011 1.888 1.037 0.257 -0.8818
B -0.16837 -0.82881 -1.74740 -1.845 -0.063 -1.534 -0.0115
C 0.53144 -1.68334 -2.97371 1.521 -0.295 -0.935 -0.3894
C 2.12752 -1.80223 -2.91840 -0.337 -1.461 -0.459 -0.7681
O 2.75837 -1.09934 -1.82453 0.044 0.535 -0.998 -0.2491
C 3.48066 0.06653 -2.26116 0.445 0.092 1.582 -0.3313
C 3.88939 0.85172 -0.91059 -0.499 -0.959 0.006 -0.8938
O -1.60524 -1.29068 -1.84602 -1.065 -1.617 2.227 -0.4299
C -1.99937 -2.02853 -0.66663 0.635 1.159 -1.188 -0.0164
N -2.69448 -3.23501 -1.17541 -0.826 0.935 0.949 -0.6213
C -0.62876 -2.25674 0.22000 0.526 2.392 -2.313 0.4924
P 0.47168 -3.73640 -0.22534 -0.762 -0.673 -0.118 0.2226
S 0.41961 -5.22600 1.02956 0.217 -0.334 0.142 -0.4814
C -0.71057 -2.02651 1.79024 1.171 0.691 -0.108 0.6400
F 0.60144 -2.23305 2.30228 -2.400 0.394 -0.679 -0.3260
F -1.03555 -0.70045 2.15560 0.476 -2.321 -0.970 -0.2162
C -1.74456 -2.97189 2.56922 0.199 0.033 1.914 0.4283
F -1.02240 -3.61094 3.59898 -1.959 0.708 -2.198 -0.2345
F -2.68166 -2.16691 3.23592 1.247 -1.685 -1.357 -0.2768
F -2.43087 -3.86735 1.77160 1.376 1.723 1.731 -0.1982
O 0.13096 -1.15342 -0.34848 0.542 -0.643 1.944 -0.7720
H 0.76381 4.58450 4.29644 -1.603 -0.158 0.207 0.2299
H -0.43309 3.57443 5.24981 -0.062 1.151 -1.029 0.2646
H -1.07603 5.02552 4.20702 1.070 -0.945 0.393 0.2892
H -0.56422 2.12986 3.45689 0.370 1.324 -0.575 -0.0291
H 0.48966 3.18750 2.38671 -1.133 0.125 1.171 0.2378
H -2.54799 2.79259 2.39422 1.103 0.840 -0.453 0.1992
H -2.05975 4.54268 2.31909 0.517 -1.326 -0.574 0.4074
H -2.38322 3.41082 -0.00120 1.350 -0.017 0.652 0.2456
H -0.70777 4.10891 0.12457 -0.645 -1.191 0.803 0.3610
H -0.21245 1.42674 1.02697 -1.284 0.172 -1.067 -0.0908
H -1.72897 1.15519 -0.08858 1.064 0.559 0.670 -0.0158
H -0.03137 2.85835 -1.61122 0.368 -1.227 0.645 0.4145
H 1.21958 1.79548 -0.82736 -1.420 -0.244 -0.295 -0.3116
H 0.51659 0.86723 -3.07432 -1.042 0.104 1.024 0.2812
H -1.26906 0.94110 -2.71806 1.122 -0.138 0.840 0.2834
H 0.06923 -2.71912 -3.03437 0.682 1.078 -0.032 0.3768
H 0.28213 -1.16084 -3.96622 0.063 -0.724 1.393 0.2954
H 2.36692 -2.91622 -2.75745 -0.077 1.496 -0.233 0.2424
H 2.62463 -1.50809 -3.90057 -0.551 -0.267 1.124 0.3651
H 4.45408 -0.28198 -2.73071 -1.152 0.599 -0.073 0.3945
H 2.81407 0.67838 -2.94268 0.980 -0.495 0.661 0.3393
H 3.01974 0.71902 -0.17579 1.141 0.475 -1.116 0.0860
H 4.12622 1.94377 -1.09311 -0.285 -1.292 0.228 0.2939
H 4.77320 0.32325 -0.40650 -1.097 0.830 -0.882 0.3135
H -2.60044 -1.28656 -0.03990 0.169 -1.240 -0.402 0.3841
H -3.54161 -3.33288 -0.58975 0.572 -0.350 -0.506 0.2783
H -3.02967 -2.97539 -2.11921 0.409 -0.098 0.783 0.3191
H 1.79218 -3.22265 -0.46584 -0.939 0.152 0.064 0.0077
H -0.01513 -4.19572 -1.50721 0.378 0.792 0.678 0.0793
```
Positions in Å, forces in eV/Å.


The records above yield total energy values of -21134.596; -58046.241 eV, respectively.